Entry 1:
50
Properties=species:S:1:pos:R:3 method="wB97M-V/def2-TZVPD" spin_multiplicity=5 s_squared=6.123 charge=+1
Mn -1.1437 -1.0592 -0.0457
C -5.2719 1.4712 -1.4790
C -4.2314 0.3844 -1.0769
O -4.8406 -0.6482 -0.2696
P -3.0085 1.2796 -0.0566
O -3.9978 2.3250 0.6195
O -2.0494 2.1437 -0.9333
O -2.2840 0.3807 0.8982
P -3.2079 -0.2968 -2.4660
O -2.7794 1.1390 -3.1605
O -4.0928 -1.0812 -3.3227
O -1.9420 -0.8856 -1.8977
H -6.0713 1.4634 -0.6583
H -5.7548 1.3113 -2.4588
H -4.8261 2.4749 -1.6301
H -4.6959 -1.5039 -0.7195
H -3.6342 3.0200 1.2045
H -1.9407 1.6872 -1.8279
H -3.0618 1.1367 -4.0997
O 0.5505 -0.0040 0.0549
S 1.8667 -0.6846 0.3046
C 2.9663 0.3000 -0.8116
C 2.3401 0.8235 -1.9525
C 3.1376 1.5418 -2.8469
C 4.5234 1.6549 -2.7137
C 5.0802 1.1480 -1.5113
C 4.2871 0.5400 -0.5254
C 2.1497 -0.1252 2.0161
C 2.0653 1.2270 2.3860
C 2.4713 1.6014 3.6608
C 3.0121 0.6685 4.5339
C 3.0940 -0.6688 4.2313
C 2.6127 -1.0638 2.9384
H 1.2610 0.7270 -2.1211
H 2.6467 2.1103 -3.6376
H 5.1794 2.0658 -3.4497
H 6.0970 1.2906 -1.2619
H 4.6820 0.1741 0.4361
H 1.8556 1.9646 1.6473
H 2.2303 2.5728 4.0101
H 3.3592 1.0266 5.5519
H 3.3401 -1.4842 4.9094
H 2.6347 -2.1132 2.6668
Cl 0.9888 -5.1661 1.2965
C -0.6536 -4.9175 0.7109
C -0.9041 -3.4444 0.5880
O -1.6448 -2.8007 1.3783
O -0.3675 -2.8512 -0.4317
H -1.2437 -5.3186 1.5466
H -0.7841 -5.5369 -0.2244

***

Entry 2:
41
Properties=species:S:1:pos:R:3 method="wB97M-V/def2-TZVPD" smiles="CCc1cc(OCCCSc2nc(C)cc(=O)[nH]2)ccc1Cl"
C 3.4556 2.8354 -0.7299
C 3.5165 2.1083 0.6149
C 3.2818 0.6381 0.4296
C 2.0086 0.1134 0.5580
C 1.7417 -1.2408 0.3584
O 0.4410 -1.6074 0.5030
C 0.0837 -2.9681 0.3850
C -1.4343 -3.0418 0.5359
C -2.1144 -2.4622 -0.6957
S -3.8803 -2.1304 -0.3982
C -3.8452 -0.3892 -0.1896
N -2.7537 0.2630 -0.4042
C -2.7682 1.6140 -0.2399
C -1.4702 2.2919 -0.5331
C -3.8897 2.2811 0.1441
C -5.1243 1.5829 0.3832
O -6.1911 2.0458 0.7193
N -5.0031 0.1909 0.1830
C 2.7876 -2.0962 0.0337
C 4.0678 -1.5863 -0.1019
C 4.3102 -0.2384 0.0853
Cl 5.9315 0.3441 -0.1060
H 2.4862 2.6827 -1.1992
H 4.2255 2.4587 -1.3984
H 3.6112 3.9021 -0.5888
H 2.7548 2.5151 1.2818
H 4.4953 2.2721 1.0679
H 1.1857 0.7563 0.8294
H 0.5721 -3.5572 1.1731
H 0.3865 -3.3655 -0.5934
H -1.7402 -4.0765 0.6936
H -1.7132 -2.4570 1.4137
H -1.6863 -1.4921 -0.9493
H -2.0605 -3.1450 -1.5424
H -0.6560 1.5820 -0.4166
H -1.4689 2.6437 -1.5645
H -1.3225 3.1474 0.1201
H -3.8948 3.3503 0.2771
H -5.8354 -0.3678 0.3325
H 2.6264 -3.1517 -0.1146
H 4.8829 -2.2456 -0.3570

***

Entry 3:
51
Properties=species:S:1:pos:R:3 method="wB97M-V/def2-TZVPD" spin_multiplicity=2 s_squared=0.753
Cu -1.7758 1.0542 0.2936
C -0.0491 -5.9226 -0.8036
C 0.2742 -4.4551 -0.7143
C -0.3328 -3.5360 -1.5626
C -0.0272 -2.1861 -1.4930
C 0.8986 -1.7522 -0.5539
C 1.5227 -2.6521 0.3053
C 1.2019 -3.9950 0.2184
S 1.2387 -0.0328 -0.4513
O 2.5183 0.1431 0.1891
O 1.0031 0.5351 -1.7469
N 0.0756 0.5428 0.5139
C -0.0326 0.2141 1.8613
C 0.9362 -0.1970 2.7781
C 0.5249 -0.4227 4.0764
C -0.8047 -0.2379 4.4499
C -1.6955 0.1765 3.4847
N -1.3157 0.3890 2.2256
H -0.8681 -6.1071 -1.4967
H -0.3333 -6.3206 0.1714
H 0.8187 -6.4884 -1.1476
H -1.0585 -3.8796 -2.2895
H -0.5063 -1.4719 -2.1488
H 2.2604 -2.3037 1.0150
H 1.6849 -4.7034 0.8816
H 1.9630 -0.3129 2.4678
H 1.2504 -0.7429 4.8137
H -1.1387 -0.4128 5.4616
H -2.7448 0.3335 3.6987
F -2.8929 -0.0304 -1.2781
P -4.4308 0.1461 -0.6503
F -4.7024 1.2808 -1.7198
F -3.7083 1.3827 0.3583
F -5.8069 0.4200 0.0780
F -4.9846 -1.0003 -1.5787
F -3.9898 -0.8861 0.4981
S -1.4931 2.9115 -1.2225
C 0.1528 3.3700 -1.2054
N 0.9261 3.2854 -0.1303
C 2.3588 3.5557 -0.1383
C 2.9095 3.3319 -1.5349
C 2.0967 4.1214 -2.5459
N 0.6709 3.8824 -2.3242
H 0.5310 2.7634 0.6381
H 2.8258 2.8725 0.5686
H 2.5420 4.5796 0.1971
H 2.8619 2.2667 -1.7741
H 3.9509 3.6498 -1.5728
H 2.3293 3.7887 -3.5564
H 2.3123 5.1905 -2.4858
H 0.0522 3.8620 -3.1184

***

Entry 4:
53
Properties=species:S:1:pos:R:3 method="wB97M-V/def2-TZVPD" spin_multiplicity=2 s_squared=0.753 charge=+2
Mg 0.0626 -0.1080 0.0948
N 4.2135 0.5786 -0.6739
C 3.2644 -0.3285 -0.4688
N 2.1057 0.2951 -0.3279
C 2.4336 1.6118 -0.4662
N 3.7034 1.8276 -0.6766
C 1.3646 2.6160 -0.4261
C 1.5860 3.9773 -0.5377
N 0.5788 4.8456 -0.5422
C -0.6433 4.3429 -0.4542
C -0.8802 2.9765 -0.3317
N 0.1266 2.1042 -0.3038
H 5.2004 0.4357 -0.8330
H 3.4331 -1.3915 -0.4285
H 2.5923 4.3672 -0.6273
H -1.4738 5.0371 -0.4775
H -1.8831 2.5836 -0.2594
F -0.9488 -0.0383 1.7999
P -2.6394 -0.4174 1.2605
F -2.8176 1.1529 1.1820
F -1.8989 -0.3446 -0.2688
F -4.0313 -0.7307 0.6735
F -2.1897 -1.9295 1.3457
F -3.0320 -0.4088 2.8045
N 0.4621 -2.1607 -0.0240
C 0.2265 -3.2994 -0.0722
N -0.0368 -4.5581 -0.1248
C 0.6836 -5.4707 -1.0439
C 1.5006 -6.4653 -0.2375
C 0.6234 -7.1901 0.7812
C -0.0921 -6.1984 1.6966
C -0.9064 -5.2045 0.8862
H 1.2883 -4.8681 -1.7194
H -0.0798 -5.9782 -1.6377
H 2.3098 -5.9371 0.2759
H 1.9654 -7.1755 -0.9223
H 1.2265 -7.8783 1.3723
H -0.1186 -7.7982 0.2545
H 0.6405 -5.6561 2.3024
H -0.7577 -6.7197 2.3857
H -1.3610 -4.4233 1.4925
H -1.7027 -5.7075 0.3327
S 1.1844 1.3674 3.3667
C 0.4374 0.5662 4.7315
N -0.8651 0.2203 4.7122
C -1.4470 -0.3463 5.7895
C -0.6965 -0.5513 6.9153
C 0.6452 -0.1740 6.8615
N 1.2017 0.3671 5.7805
H -1.4174 0.3473 3.8667
H -2.4916 -0.6045 5.6844
H -1.1296 -0.9913 7.8004
H 1.2994 -0.3133 7.7136

***

For each record above, in turn, the calculated ΔE to the lowest compared entry with this formula, charge and spin values are 1.078, 0.085, 0.000, 0.000 eV.